100
Properties=species:S:1:pos:R:3 method="wB97M-V/def2-TZVPD" energy_ev=-162084.933 s2=8.759 total_charge=-2 homo_energy_ha="-0.018 / -0.018" spin_multiplicity=6
Mn -10.40 -3.87 14.87
O -11.90 -5.95 15.14
S -12.14 -7.11 16.08
C -12.72 -6.30 17.65
C -11.53 -6.24 18.64
C -11.71 -5.13 19.70
C -10.59 -4.03 19.54
S -10.79 -3.02 18.02
O -11.35 -3.86 16.89
C -12.28 -2.23 18.74
C -12.16 -1.36 19.79
C -13.18 -0.50 20.12
C -14.42 -0.61 19.47
C -14.58 -1.55 18.44
C -13.46 -2.29 18.01
C -13.75 -7.80 15.61
C -14.36 -8.80 16.35
C -15.64 -9.27 16.00
C -16.26 -8.71 14.90
C -15.69 -7.67 14.25
C -14.44 -7.18 14.57
H -13.72 -6.68 18.06
H -12.94 -5.30 17.26
H -10.61 -6.03 18.09
H -11.25 -7.24 19.11
H -11.79 -5.47 20.71
H -12.65 -4.69 19.44
H -9.59 -4.52 19.53
H -10.61 -3.37 20.39
H -11.20 -1.31 20.31
H -13.02 0.38 20.75
H -15.30 -0.02 19.73
H -15.52 -1.71 17.96
H -13.56 -3.04 17.28
H -13.81 -9.34 17.10
H -16.04 -10.07 16.59
H -17.28 -9.02 14.62
H -16.24 -7.13 13.51
H -14.02 -6.31 14.14
Cl -20.86 -4.72 16.58
C -19.15 -4.47 16.13
C -18.29 -5.53 16.42
C -16.93 -5.40 16.21
C -16.38 -4.19 15.58
C -15.05 -4.01 15.36
C -17.34 -3.17 15.26
C -18.64 -3.26 15.58
H -18.67 -6.40 16.89
H -16.27 -6.18 16.60
H -14.70 -3.19 14.79
H -14.22 -4.73 15.53
H -17.01 -2.29 14.71
H -19.37 -2.46 15.40
S -6.23 -4.67 17.28
C -7.70 -4.46 16.64
N -8.68 -4.19 16.03
Cl -11.44 -0.51 15.24
C -11.25 -1.98 14.17
H -10.68 -1.62 13.32
H -12.22 -2.15 13.75
C -7.24 -4.86 10.27
Si -8.06 -4.01 11.73
C -6.76 -3.78 13.08
C -8.59 -2.25 11.28
Si -9.85 -5.00 12.72
Si -11.59 -4.94 10.85
C -11.86 -3.18 10.14
C -13.30 -5.46 11.41
C -11.19 -6.01 9.40
Si -9.32 -7.40 12.73
C -8.05 -7.93 11.35
C -8.42 -7.99 14.38
C -10.81 -8.59 12.58
H -6.27 -4.34 9.92
H -7.82 -4.87 9.35
H -7.02 -5.91 10.48
H -5.80 -3.92 12.64
H -6.92 -4.46 13.90
H -6.84 -2.72 13.39
H -7.75 -1.55 11.35
H -9.40 -2.02 11.97
H -9.08 -2.14 10.32
H -12.14 -2.41 10.90
H -12.52 -3.16 9.27
H -10.96 -2.69 9.80
H -13.54 -4.94 12.34
H -13.55 -6.50 11.73
H -14.08 -5.22 10.68
H -10.47 -5.57 8.79
H -12.08 -6.27 8.79
H -10.81 -6.96 9.79
H -7.12 -7.35 11.41
H -8.55 -7.77 10.37
H -7.81 -9.00 11.33
H -7.42 -7.47 14.52
H -8.25 -9.07 14.34
H -9.10 -7.66 15.23
H -11.26 -8.65 11.60
H -11.56 -8.25 13.31
H -10.48 -9.52 12.94